Entry 1:
A 2-piece molecular cluster, C6H10O overall in a non-equilibrium geometry. Source: the OMol25 dataset; level of theory: ωB97M-V/def2-TZVPD.

Cartesian coordinates (Å):
C1 2.288 0.142 -0.021
C2 0.796 -0.160 0.082
C3 0.128 -1.196 0.656
C4 -1.399 -1.196 0.317
C5 -1.539 0.130 -0.427
C6 -0.158 0.815 -0.564
O1 -0.065 2.113 0.016
H1 2.491 1.195 0.223
H2 2.672 0.016 -1.049
H3 2.912 -0.479 0.628
H4 0.704 -1.968 1.169
H5 -2.673 -1.338 1.054
H6 -2.112 -1.985 0.087
H7 -1.980 -0.062 -1.402
H8 -2.181 0.800 0.143
H9 0.083 0.999 -1.618
H10 -0.211 2.017 0.968

Cartesian forces (eV/Å) of the 6 atoms listed first:
-0.2036 -0.1388 0.1495
-0.4828 -0.4601 0.1083
-0.3736 -0.0468 -0.1564
-1.8915 0.6603 1.6558
-0.4961 0.1749 -0.1551
-0.1551 -0.4403 -0.2288

Values from the calculation:
calculated total energy = -309.7275 Ha
LUMO level = 0.029 hartree
2S+1 = 1
orbital gap = 9.3 eV
E_HOMO = -8.5 eV

Results of the natural (NBO) charge analysis, in e, for atoms 1 through 2: atom 1 (C): -0.648, atom 2 (C): -0.004



Entry 2:
C8H20CdN5O6P2SbSe4 as an isolated structure in a non-equilibrium geometry. Source: the OMol25 dataset; level of theory: ωB97M-V/def2-TZVPD.

Cartesian coordinates (Å):
Cd1 -0.804 -0.839 0.483
Se1 -4.010 0.848 -2.855
Sb1 -3.615 -0.195 -0.692
Se2 -2.178 -2.283 -1.036
Se3 -2.027 1.367 0.681
Se4 -5.629 -0.553 0.618
N1 -1.429 0.612 3.790
C1 -0.383 -0.452 3.882
C2 0.105 -0.591 5.316
P1 1.007 0.180 2.762
O1 2.332 -0.327 3.550
O2 0.874 1.656 2.887
O3 1.066 -0.486 1.413
P2 -1.048 -2.033 3.200
O4 -1.951 -2.558 4.471
O5 -2.041 -1.618 2.151
O6 0.082 -2.942 2.926
H1 -0.922 1.491 3.564
H2 -2.001 0.690 4.626
H3 -2.046 0.435 2.958
H4 0.694 0.278 5.616
H5 0.731 -1.478 5.398
H6 -0.744 -0.722 5.992
H7 2.488 -1.243 3.266
H8 -2.830 -2.747 4.107
C3 -0.047 -0.610 -3.220
N2 0.703 -0.099 -4.382
C4 2.127 -0.275 -4.130
N3 2.576 0.412 -2.915
C5 1.784 -0.107 -1.786
N4 0.345 0.071 -1.978
C6 0.077 1.509 -2.149
N5 0.828 2.066 -3.289
C7 0.424 1.337 -4.491
C8 2.249 1.836 -3.063
H9 0.139 -1.680 -3.114
H10 -1.112 -0.456 -3.393
H11 2.694 0.114 -4.983
H12 2.340 -1.342 -4.022
H13 2.090 0.409 -0.874
H14 1.997 -1.174 -1.673
H15 0.363 2.037 -1.239
H16 -0.989 1.659 -2.325
H17 0.967 1.739 -5.353
H18 -0.649 1.471 -4.638
H19 2.555 2.354 -2.151
H20 2.818 2.239 -3.908

Cartesian forces (eV/Å) of the 6 atoms listed first:
0.4536 -0.2127 -1.4899
0.1880 0.0106 -0.0564
-0.3661 0.3255 0.0101
-0.5840 -0.2522 -0.4925
-0.8455 0.5742 -0.3468
0.0709 -0.0996 0.0481

Values from the calculation:
total charge = -2
calculated total energy = -11738.9068 Ha
LUMO level = 0.161 hartree
2S+1 = 1
orbital gap = 5.8 eV
E_HOMO = -1.4 eV

Results of the natural (NBO) charge analysis, in e, for atoms 1 through 2: atom 1 (Cd): 1.550, atom 2 (Se): -0.862



Entry 3:
C9H54CdNO19 as an isolated structure in a non-equilibrium geometry. Source: the OMol25 dataset; level of theory: ωB97M-V/def2-TZVPD.

Cartesian coordinates (Å):
Cd1 -4.148 -1.088 1.155
C1 0.433 0.937 1.801
C2 -0.414 1.362 0.608
C3 0.458 2.209 -0.406
C4 1.422 1.484 -1.315
C5 0.680 0.251 -1.993
C6 -0.128 -0.710 -1.017
N1 -0.999 0.178 -0.111
O1 -2.096 -0.453 0.633
C7 0.959 -1.546 -0.238
C8 -0.974 -1.672 -1.958
C9 -1.537 2.398 1.064
H1 1.355 0.390 1.605
H2 -0.109 0.246 2.447
H3 0.583 1.827 2.412
H4 1.068 2.874 0.207
H5 -0.122 2.896 -1.022
H6 2.381 1.122 -0.945
H7 1.543 2.243 -2.088
H8 1.418 -0.268 -2.605
H9 0.070 0.685 -2.785
H10 0.422 -1.880 0.650
H11 1.747 -0.848 0.042
H12 1.393 -2.446 -0.674
H13 -0.399 -2.373 -2.564
H14 -1.804 -1.218 -2.499
H15 -1.570 -2.446 -1.475
H16 -2.034 1.974 1.937
H17 -2.250 2.559 0.256
H18 -1.130 3.401 1.193
O2 -0.818 3.368 -3.356
H19 -1.126 2.864 -4.109
H20 -0.402 2.721 -2.787
O3 -3.420 1.406 -1.956
H21 -2.810 1.260 -1.233
H22 -3.198 2.278 -2.284
O4 4.631 0.168 2.101
H23 5.025 -0.554 2.590
H24 3.908 0.466 2.654
O5 -4.027 0.402 2.756
H25 -3.577 1.248 2.760
H26 -4.127 0.180 3.682
O6 -4.337 -2.555 -0.222
H27 -4.618 -3.435 0.030
H28 -4.072 -2.642 -1.138
O7 2.138 5.487 -2.943
H29 1.319 5.946 -3.129
H30 1.891 4.794 -2.331
O8 4.042 -2.543 0.912
H31 3.714 -3.440 0.842
H32 4.116 -2.243 0.006
O9 -0.252 -4.354 -0.294
H33 -0.394 -4.375 0.652
H34 -0.228 -3.422 -0.513
O10 2.040 -3.196 -3.476
H35 1.560 -2.586 -4.037
H36 1.706 -4.059 -3.720
O11 2.001 -2.697 3.138
H37 2.123 -2.009 3.792
H38 2.664 -2.515 2.472
O12 2.507 -4.850 0.431
H39 1.859 -4.206 0.717
H40 2.020 -5.443 -0.141
O13 -0.692 5.991 -2.498
H41 -0.939 5.086 -2.689
H42 -1.488 6.497 -2.658
O14 -0.554 -4.282 -3.996
H43 -0.644 -5.220 -3.828
H44 -0.758 -3.868 -3.158
O15 4.890 1.725 -0.428
H45 5.121 2.632 -0.229
H46 4.457 1.408 0.365
O16 0.631 5.171 2.386
H47 1.399 5.661 2.092
H48 0.271 4.787 1.587
O17 -0.608 -3.962 2.695
H49 -0.435 -4.698 3.283
H50 -0.004 -3.278 2.983
O18 -2.803 3.466 3.861
H51 -3.311 4.009 3.260
H52 -3.232 3.579 4.709
O19 -3.193 -2.423 2.492
H53 -3.839 -3.024 2.863
H54 -2.347 -2.807 2.726

Cartesian forces (eV/Å) of the 6 atoms listed first:
2.0767 3.3061 -0.5287
-0.4668 0.1586 0.8684
-0.0587 0.2705 -1.3431
0.4209 -0.5981 1.4914
-1.4874 -1.6196 -1.0302
0.0637 1.0718 0.3077

Values from the calculation:
total charge = +1
calculated total energy = -2026.9773 Ha
LUMO level = -0.175 hartree
2S+1 = 1
orbital gap = 4.9 eV
E_HOMO = -9.6 eV

Results of the Mulliken charge analysis, in e, for atoms 1 through 2: atom 1 (Cd): 0.687, atom 2 (C): -1.656



Entry 4:
A single C5H8ClF molecule in a non-equilibrium geometry. Source: the OMol25 dataset; level of theory: ωB97M-V/def2-TZVPD.

Cartesian coordinates (Å):
C1 1.416 -1.511 -0.571
C2 1.009 -0.086 -0.237
C3 -0.136 0.438 0.111
C4 -0.455 1.902 0.079
C5 -1.306 -0.413 0.652
F1 -0.863 -1.649 1.019
Cl1 -2.606 -0.671 -0.611
H1 2.250 -1.589 -1.266
H2 0.585 -2.129 -0.955
H3 1.783 -1.987 0.383
H4 1.858 0.620 -0.401
H5 -0.540 2.257 1.121
H6 0.266 2.585 -0.406
H7 -1.380 2.189 -0.361
H8 -1.880 0.044 1.442

Cartesian forces (eV/Å) of the 6 atoms listed first:
-0.3525 -0.7433 1.6764
2.5048 -0.2232 -1.3999
-2.3387 0.0082 0.4921
1.0804 1.0906 1.3952
0.6094 -0.0933 -1.6753
-0.2315 0.2052 0.2887

Values from the calculation:
calculated total energy = -755.3411 Ha
LUMO level = 0.034 hartree
SMILES string = C/C=C(/C)[C@H](F)Cl
2S+1 = 1
orbital gap = 10.4 eV
E_HOMO = -9.5 eV

Results of the natural (NBO) charge analysis, in e, for atoms 1 through 2: atom 1 (C): -0.653, atom 2 (C): -0.131